# 1
The molecule C5H10OS. Source: the OMol25 dataset; level of theory: the ωB97M-V functional and the def2-TZVPD basis.

Structure (ORCA input):
```
! wB97M-V def2-TZVPD RIJCOSX def2/J DEFGRID3
* xyz 0 1
O 1.13120 -0.57855 3.22886
C 0.68251 -0.95673 2.18224
C 1.35834 -0.76896 0.84578
C 0.49561 -1.20279 -0.34610
C -0.77802 -0.34961 -0.49702
S -0.80192 0.55751 -2.07353
C -1.09679 2.22831 -1.44565
H -0.27548 -1.50401 2.11360
H 2.28135 -1.34412 0.81522
H 1.73037 0.25544 0.73162
H 1.15139 -1.16823 -1.21147
H 0.19894 -2.24984 -0.23424
H -1.64937 -0.99274 -0.44390
H -0.92672 0.34298 0.33195
H -1.26533 2.93743 -2.25644
H -1.99295 2.22780 -0.83355
H -0.24313 2.56610 -0.90736
*
```

Values from the calculation:
F_max: 0.897 eV Å⁻¹
SMILES string: CSCCCC=O
Total energy: -669.91057 Ha
Frontier orbital gap: 0.35133 Ha

---

# 2
A structure of composition C3H7GaO3 in a non-equilibrium geometry. Source: the OMol25 dataset; level of theory: the ωB97M-V functional and the def2-TZVPD basis.

Structure (ORCA input):
```
! wB97M-V def2-TZVPD RIJCOSX def2/J DEFGRID3
* xyz 2 1
O 0.50868 2.05979 0.21051
C -0.43289 1.48115 -0.63331
C -1.21907 0.38351 0.08208
O -0.31622 -0.49239 0.80588
C 0.45040 -1.41349 0.06458
Ga 1.27968 0.71667 1.15671
H 0.04342 1.05123 -1.53918
H -1.17484 2.21685 -0.99629
H -1.83718 -0.21324 -0.60135
H -1.85842 0.80984 0.86412
H 0.26263 -2.42453 0.44469
H 0.23675 -1.36283 -1.00985
O 1.78395 -1.02647 0.38416
H 2.27313 -1.78609 0.76724
*
```

Values from the calculation:
F_max: 2.322 eV Å⁻¹
Total energy: -2268.20862 Ha
Frontier orbital gap: 0.25828 Ha

---

# 3
A cluster of 10 separate species, C25H45F7NO37S9 in total in a non-equilibrium geometry. Source: the OMol25 dataset; level of theory: the ωB97M-V functional and the def2-TZVPD basis.

Structure (ORCA input):
```
! wB97M-V def2-TZVPD RIJCOSX def2/J DEFGRID3
* xyz 1 1
F -0.05102 2.44195 -0.72862
C 0.36282 2.52250 0.51954
F -0.49197 3.24037 1.19797
F 0.30527 1.28892 0.99952
C 1.84185 2.97954 0.66069
F 2.56062 2.40099 -0.31793
F 2.27500 2.44584 1.80898
C 2.16311 4.49611 0.76056
F 1.37977 5.12874 1.57761
F 3.36860 4.56033 1.35311
N 2.36653 5.22843 -0.51482
C 2.35225 6.73746 -0.37349
C 0.94220 7.36027 -0.48261
O 0.09185 6.81622 -1.48018
C 0.03551 5.39666 -1.34434
C 1.45602 4.90649 -1.65907
H 3.31666 4.98643 -0.81809
H 3.01633 7.18028 -1.11354
H 2.74334 6.98719 0.61455
H 0.40784 7.28473 0.47609
H 1.04666 8.42792 -0.67729
H -0.65458 5.00204 -2.08333
H -0.26896 5.21458 -0.30717
H 1.50661 3.88471 -2.03287
H 1.79159 5.54796 -2.50160
C -3.21153 0.56043 -1.04685
C -2.10430 -0.46878 -1.05436
O -2.70740 -1.64596 -1.59987
S -3.82677 -1.21877 -2.67401
O -3.26047 -1.29171 -3.96974
O -5.03867 -1.87794 -2.33470
O -3.94287 0.32808 -2.25883
H -3.88746 0.40948 -0.20523
H -2.82989 1.57912 -1.02497
H -1.71256 -0.66228 -0.06104
H -1.28716 -0.16782 -1.71697
C 4.50061 -0.08607 1.11725
C 3.20241 -0.85761 1.13787
O 3.47438 -2.05709 0.41466
S 5.01293 -2.47731 0.64717
O 5.07000 -3.45481 1.66685
O 5.61282 -2.66351 -0.62179
O 5.52171 -1.07480 1.25941
H 4.64201 0.41640 0.15651
H 4.56520 0.64560 1.91935
H 2.38700 -0.31030 0.67218
H 2.92196 -1.13156 2.15803
C -4.32458 4.41788 2.50741
C -5.08794 5.68079 2.16710
O -4.62846 6.03623 0.85372
S -4.28870 4.70113 0.03439
O -5.38951 4.37009 -0.78861
O -2.97089 4.82168 -0.48898
O -4.26243 3.68823 1.27496
H -3.30441 4.64081 2.82491
H -4.81734 3.82563 3.27275
H -4.89523 6.48721 2.86931
H -6.16268 5.49587 2.11247
C 5.19236 6.91839 -5.71400
C 4.56760 8.25576 -6.04569
O 3.32733 8.26100 -5.31343
S 3.51041 7.44680 -3.96061
O 3.75973 8.35323 -2.89527
O 2.46908 6.47457 -3.87280
O 4.87777 6.70798 -4.32356
H 4.74000 6.11116 -6.29210
H 6.26819 6.91194 -5.86496
H 4.38394 8.37936 -7.10889
H 5.17837 9.08475 -5.68385
C -2.50549 -0.87174 5.12619
C -1.14983 -0.19853 5.11203
O -1.02386 0.32211 3.77395
S -2.47252 0.74317 3.23123
O -2.63957 2.14061 3.41541
O -2.67191 0.12535 1.96845
O -3.34468 -0.01685 4.33284
H -2.46999 -1.85311 4.64895
H -2.90986 -0.97426 6.12862
H -0.33972 -0.88618 5.33364
H -1.11488 0.63969 5.80809
C -0.06161 -2.86241 8.25993
C -0.25127 -2.75362 9.75745
O -0.65235 -1.39260 9.97236
S -1.51108 -0.88133 8.72211
O -2.88765 -1.00692 9.02547
O -0.94627 0.33168 8.25032
O -1.11682 -2.06459 7.69989
H 0.89360 -2.43505 7.94755
H -0.13270 -3.88746 7.90537
H 0.65748 -2.97463 10.31015
H -1.05597 -3.40409 10.10594
C -5.95350 -5.41880 -3.01150
C -5.67421 -5.08874 -1.56234
O -6.05855 -6.26728 -0.84100
S -5.77878 -7.56037 -1.74919
O -4.52628 -8.11416 -1.37189
O -6.95932 -8.33752 -1.80372
O -5.58251 -6.79796 -3.14835
H -7.01593 -5.32448 -3.24439
H -5.37842 -4.79993 -3.69514
H -6.23746 -4.22727 -1.21612
H -4.60858 -4.91819 -1.39312
C 4.63884 -4.12978 -4.30642
C 5.98744 -3.44540 -4.29023
O 6.15001 -2.92797 -5.61705
S 4.71305 -2.51622 -6.20530
O 4.52802 -1.12066 -6.01952
O 4.55027 -3.13559 -7.46652
O 3.81254 -3.28615 -5.11940
H 4.69617 -5.11260 -4.77869
H 4.21408 -4.23156 -3.31095
H 6.79801 -4.12596 -4.04462
H 5.99643 -2.60355 -3.59436
C -1.80292 -10.67364 -1.23691
C -1.09849 -9.58030 -2.00902
O 0.17893 -9.44958 -1.37269
S 0.64610 -10.88553 -0.81972
O 1.52869 -11.47060 -1.76134
O 0.98747 -10.74541 0.54819
O -0.77478 -11.62674 -0.93417
H -2.20927 -10.29576 -0.29691
H -2.59782 -11.13992 -1.81268
H -1.63842 -8.63754 -1.98156
H -0.93231 -9.87397 -3.04818
*
```

Values from the calculation:
F_max: 1.733 eV Å⁻¹
Total energy: -8100.52642 Ha
Frontier orbital gap: 0.33352 Ha

---

# 4
A structure of composition C17H15Cl2F6O3PPt in a non-equilibrium geometry. Source: the OMol25 dataset; level of theory: the ωB97M-V functional and the def2-TZVPD basis.

Structure (ORCA input):
```
! wB97M-V def2-TZVPD RIJCOSX def2/J DEFGRID3
* xyz 1 2
Pt -1.13247 1.73983 -0.94623
Cl 1.78421 6.43129 3.67664
C 1.40618 5.30400 2.46057
C 2.13122 5.31742 1.27014
C 1.82213 4.41835 0.28438
Cl 2.68248 4.42333 -1.18107
C 0.73941 3.46981 0.44075
O 0.51688 2.73587 -0.57578
C 0.04460 3.44348 1.71081
C -0.97729 2.46371 2.16051
O -1.44909 1.53682 1.54883
C 0.38920 4.36270 2.67536
H 2.92471 6.03632 1.12241
H -1.31257 2.63784 3.19759
H -0.12798 4.34242 3.62605
F -2.83659 0.84608 -1.53347
P -3.52122 2.24009 -2.69287
F -3.96235 3.47818 -3.50186
F -2.54953 3.17373 -1.58586
F -2.17173 2.02101 -3.49543
F -4.65633 2.33809 -1.62430
F -4.22739 1.11675 -3.50009
C 2.02979 -6.03855 0.24385
C 1.38272 -4.69930 0.06835
C 2.14957 -3.55974 -0.15933
C 1.57504 -2.31669 -0.34273
C 2.46727 -1.13559 -0.58720
C 0.15948 -2.21843 -0.29132
C -0.53277 -0.99053 -0.47124
O 0.01636 0.11602 -0.69199
C -0.63989 -3.37302 -0.05879
C -2.14514 -3.32397 0.00224
C -0.00681 -4.58448 0.11669
H 3.10789 -5.95266 0.35954
H 1.82854 -6.66516 -0.62746
H 1.62119 -6.55410 1.11312
H 3.22837 -3.64852 -0.19504
H 3.50929 -1.44784 -0.57706
H 2.32458 -0.36859 0.17491
H 2.25209 -0.66598 -1.54734
H -1.62252 -1.01132 -0.42252
H -2.58095 -2.97534 -0.93524
H -2.50025 -2.67237 0.80207
H -2.53761 -4.31963 0.19378
H -0.60273 -5.47131 0.29563
*
```

Values from the calculation:
F_max: 1.289 eV Å⁻¹
Expectation value of S²: 0.780
Total energy: -2862.65099 Ha
Frontier orbital gap (alpha / beta): 0.29733 / 0.19486 Ha

---

# 5
A cluster of 10 separate species, C26H39N7O6 in total in a non-equilibrium geometry. Source: the OMol25 dataset; level of theory: the ωB97M-V functional and the def2-TZVPD basis.

Structure (ORCA input):
```
! wB97M-V def2-TZVPD RIJCOSX def2/J DEFGRID3
* xyz 0 1
O -0.48148 -0.37688 2.74777
C -0.75169 0.34069 3.62258
O -0.29654 0.33407 4.86847
C -0.62899 1.48938 5.69853
C -1.76087 2.16914 4.92585
C -1.70780 1.53758 3.49488
H 0.24848 2.14336 5.74829
H -0.96535 1.24263 6.69879
H -1.82232 3.26244 4.98341
H -2.67372 1.81833 5.41848
H -1.23086 2.21900 2.79599
H -2.65540 1.25568 3.03262
O -2.58495 3.79835 -3.26594
C -2.27982 3.65917 -2.13817
O -2.77629 4.29148 -1.07819
C -2.33890 3.90148 0.20446
C -1.33317 2.80556 -0.00711
C -1.29481 2.61417 -1.59890
H -3.20213 3.54440 0.76012
H -1.86629 4.76019 0.69572
H -1.69481 1.88867 0.47199
H -0.39367 2.99416 0.49773
H -1.57516 1.61456 -1.92187
H -0.33697 2.87104 -2.08111
O -4.40355 0.78354 1.25515
C -4.39539 -0.07018 0.42532
O -3.24082 -0.59452 -0.04447
C -3.47724 -1.52043 -1.09579
C -4.94835 -1.93955 -0.91487
C -5.57265 -0.69600 -0.30407
H -2.77030 -2.35515 -1.04922
H -3.36178 -1.06684 -2.09531
H -5.06573 -2.77056 -0.23841
H -5.42482 -2.28177 -1.83370
H -6.36347 -0.90286 0.41900
H -5.87796 0.03414 -1.06902
C 2.86410 3.55368 -0.41194
C 2.14519 4.66068 -1.05929
N 1.58767 5.57245 -1.48646
H 3.01705 3.82099 0.63273
H 3.73437 3.24880 -0.98318
H 2.17688 2.69524 -0.43201
C 4.64027 1.21875 -3.39073
C 4.05249 0.61998 -2.19365
N 3.57346 0.17485 -1.24972
H 5.71619 1.13842 -3.36024
H 4.38139 2.27733 -3.48401
H 4.15407 0.70965 -4.22943
C -0.78788 -4.65917 -0.57018
C -1.93549 -4.72185 0.32407
N -2.80860 -4.71124 1.06891
H -0.77950 -5.44627 -1.32844
H 0.11772 -4.73401 0.03698
H -0.82446 -3.71283 -1.09718
C 2.20741 -2.37646 -3.88431
C 1.67955 -3.28348 -4.88534
N 1.29981 -3.95596 -5.74130
H 1.57387 -1.49716 -3.69587
H 3.11267 -1.88017 -4.26400
H 2.42871 -2.88407 -2.94887
C 2.57124 -0.58368 2.43913
C 2.36108 0.84515 2.43462
N 2.24262 1.98349 2.45813
H 2.48342 -0.98937 3.44887
H 3.58423 -0.79783 2.10753
H 1.83043 -1.03279 1.79124
C 4.28235 -4.07029 -0.41029
C 4.31816 -3.60925 0.97848
N 4.35607 -3.25423 2.06568
H 3.40903 -4.71646 -0.52392
H 5.12831 -4.75114 -0.56039
H 4.29616 -3.16041 -1.02959
C 0.25476 -0.28117 -0.79098
C 1.01680 -1.52983 -0.72476
N 1.57617 -2.53648 -0.72566
H 0.91750 0.56431 -0.61209
H -0.45670 -0.31737 0.03364
H -0.19304 -0.38926 -1.77522
*
```

Values from the calculation:
F_max: 5.225 eV Å⁻¹
SMILES string: O=C1CCCO1.O=C1CCCO1.O=C1CCCO1.CC#N.CC#N.CC#N.CC#N.CC#N.CC#N.CC#N
Total energy: -1848.79732 Ha
Frontier orbital gap: 0.36874 Ha

---

Q: What is the total energy in the third record?
A: -8100.52642 Ha

---

Q: Look up the F_max of the second one.
A: 2.322 eV Å⁻¹

---

Q: F_max of number 5 (C26H39N7O6)?
A: 5.225 eV Å⁻¹

---

Q: Look up the total energy of the fourth one.
A: -2862.65099 Ha